1.
A molecular structure, C22H29Br2ClN2NiO2 in a non-equilibrium geometry. Source: the OMol25 dataset; level of theory: ωB97M-V with the def2-TZVPD basis set.

Results
* ΔE to the lowest compared entry with this formula, charge and spin: 0.0 kJ/mol
* F_max: 3.081 eV/A
* HOMO energy (alpha / beta): -12.2 / -12.2 eV
* LUMO level (alpha / beta): -7.8 / -10.3 eV
* E_tot: -8231.47964 a.u.

```
! wB97M-V def2-TZVPD RIJCOSX def2/J DEFGRID3
* xyz 2 3
Br 1.06586 4.35358 3.97120
Br 1.27308 4.89290 0.71116
Ni 3.48703 5.93520 0.14095
Cl 7.92013 0.23393 -1.47707
O -7.12561 -1.29735 0.43918
O 3.23645 -1.35126 -2.68290
N 3.68025 2.23395 0.47497
N 2.06880 0.51919 -1.02298
C 3.24994 -2.72899 -2.30808
C 2.23318 1.79792 3.45841
C 1.90978 -4.20202 -0.70928
C 1.80926 3.24059 1.49085
C 6.20966 0.31471 -1.30755
C -0.55515 0.79127 1.10563
C 2.84217 -2.99132 -0.86193
C -1.83191 0.00412 0.80334
C -2.95957 0.81835 0.18233
C 4.03208 -0.52733 -1.94303
C 3.42228 0.43900 -1.09326
C -4.06181 -0.07876 -0.40718
C 1.74246 3.05121 2.80375
C -6.55673 -0.53358 -0.58809
C 1.53971 1.39935 -0.22186
C 5.39675 -0.57663 -2.05117
C -8.34156 -1.98978 0.18916
C 0.03652 1.45292 -0.15572
C -5.47238 0.39157 -0.05700
C 4.24803 1.31518 -0.34938
C 2.37806 2.25181 0.54987
C 5.65934 1.24371 -0.46086
H 2.45387 -5.12200 -0.52861
H 4.24696 -3.12682 -2.50155
H -6.12914 -1.25564 -1.31000
H -3.94824 -1.10109 -0.04215
H -0.31272 0.90675 -1.02683
H -5.58731 0.44438 1.02462
H -9.13317 -1.24335 0.06714
H -3.97060 -0.11575 -1.49299
H 3.73199 -3.16156 -0.25991
H -2.20944 -0.43426 1.72677
H 2.34836 -2.11986 -0.44074
H -5.66455 1.38719 -0.45199
H 2.56521 -3.21687 -2.99170
H -3.40504 1.47601 0.92885
H 3.31589 1.74271 3.39318
H 1.93682 1.76493 4.49866
H 5.86273 -1.29056 -2.71090
H 1.25171 -4.04985 0.14439
H -8.53919 -2.62155 1.04260
H -8.25346 -2.55205 -0.74150
H -2.59097 1.46157 -0.61233
H -1.57667 -0.82197 0.13814
H -0.29464 2.48721 -0.22476
H 6.28021 1.91587 0.10830
H -0.79618 1.55173 1.84776
H -7.36302 -0.02268 -1.12691
H 1.26447 -4.30946 -1.57683
H 0.16358 0.09847 1.53374
H 1.81647 0.92509 2.96206
*
```


2.
A molecular structure, C22H29ClF6IMnN4O3PSi2. Source: the OMol25 dataset; level of theory: ωB97M-V with the def2-TZVPD basis set.

Results
* ΔE to the lowest compared entry with this formula, charge and spin: 54.7 kJ/mol
* F_max: 0.843 eV/A
* HOMO energy (alpha / beta): -5.1 / -5.2 eV
* LUMO level (alpha / beta): 1.0 / 2.2 eV
* E_tot: -4729.36371 a.u.

```
! wB97M-V def2-TZVPD RIJCOSX def2/J DEFGRID3
* xyz -1 5
I 1.27245 -3.39614 -3.02157
Mn -0.83354 0.35210 -0.08126
Cl -0.70683 -0.25789 -7.29807
P -0.57165 3.64200 1.00949
Si 2.48495 -0.13853 0.46303
Si 0.08382 -2.47626 1.09335
F 0.67593 4.60463 0.76440
F -1.80545 2.57583 1.18366
F 0.21732 2.43487 0.13477
F 0.12507 3.07464 2.34120
F -1.25324 4.15384 -0.34142
F -1.36270 4.73012 1.86607
O 0.05268 -0.80200 -1.46624
O -2.49877 0.40702 -1.17989
O -4.70601 0.68929 -1.59983
N -0.73217 0.45402 2.54477
N -4.02539 -0.13930 0.39742
N -2.94639 -0.02359 1.27357
N -0.57068 1.60930 -2.47045
C -3.75905 0.36182 -0.90125
C 2.65199 0.40694 -1.30199
C 0.91403 0.33596 4.75208
C -1.14215 1.98230 -5.17241
C 0.30008 -1.66931 -3.67608
C -0.05256 -0.68450 -2.76135
C -0.46709 0.57324 -3.34051
C -0.53782 -2.83963 2.83028
C 1.43372 -3.73604 0.84671
C -1.26657 3.00157 -4.27941
C -1.36822 -2.89409 -0.00966
C -0.42809 -0.38497 -5.57290
C 0.74660 -0.66775 1.08088
C -0.93994 2.77781 -2.92532
C -0.33927 0.93274 4.84570
C 3.07010 1.31870 1.47071
C -0.69613 0.71832 -4.72336
C 1.33173 -0.17697 3.54141
C 0.46978 -0.10242 2.44297
C 0.09143 -1.53126 -5.06705
C 3.73257 -1.50519 0.73153
C -1.11842 0.97632 3.70964
H 0.35226 -2.34224 -5.73497
H -0.99592 3.58532 -2.20525
H 3.61450 -2.02230 1.69176
H -1.36353 2.12494 -6.22148
H -2.91414 -0.80060 1.91560
H 1.56194 0.28356 5.61847
H -1.60329 3.98149 -4.59147
H 0.26536 -2.78815 3.57784
H -1.03456 -3.38218 -0.92682
H -1.95746 -2.03409 -0.31025
H -2.95836 0.84732 1.78238
H 2.30141 -0.65332 3.43546
H 3.61468 0.92489 -1.40704
H -4.92181 0.13914 0.75242
H 1.98619 -3.60538 -0.08698
H 2.34052 2.13773 1.44460
H -1.32725 -2.14599 3.14948
H -2.02649 -3.58228 0.53563
H 4.00140 1.67677 1.01472
H -0.95007 -3.85716 2.84048
H 0.95660 -4.72663 0.82757
H 3.67626 -2.25420 -0.06659
H -0.69602 1.35991 5.77311
H 2.14652 -3.71464 1.68077
H -2.09186 1.46007 3.72638
H 2.62823 -0.43802 -1.99858
H 4.73347 -1.05547 0.70885
H 1.85932 1.10557 -1.58090
H 3.27603 1.08842 2.52122
*
```


Q: Which of these has the highest ΔE to the lowest compared entry with this formula, charge and spin?
A: C22H29ClF6IMnN4O3PSi2


Please write out number 2 again, unchanged.
A molecular structure, C22H29ClF6IMnN4O3PSi2. Source: the OMol25 dataset; level of theory: ωB97M-V with the def2-TZVPD basis set.

Results
* ΔE to the lowest compared entry with this formula, charge and spin: 54.7 kJ/mol
* F_max: 0.843 eV/A
* HOMO energy (alpha / beta): -5.1 / -5.2 eV
* LUMO level (alpha / beta): 1.0 / 2.2 eV
* E_tot: -4729.36371 a.u.

```
! wB97M-V def2-TZVPD RIJCOSX def2/J DEFGRID3
* xyz -1 5
I 1.27245 -3.39614 -3.02157
Mn -0.83354 0.35210 -0.08126
Cl -0.70683 -0.25789 -7.29807
P -0.57165 3.64200 1.00949
Si 2.48495 -0.13853 0.46303
Si 0.08382 -2.47626 1.09335
F 0.67593 4.60463 0.76440
F -1.80545 2.57583 1.18366
F 0.21732 2.43487 0.13477
F 0.12507 3.07464 2.34120
F -1.25324 4.15384 -0.34142
F -1.36270 4.73012 1.86607
O 0.05268 -0.80200 -1.46624
O -2.49877 0.40702 -1.17989
O -4.70601 0.68929 -1.59983
N -0.73217 0.45402 2.54477
N -4.02539 -0.13930 0.39742
N -2.94639 -0.02359 1.27357
N -0.57068 1.60930 -2.47045
C -3.75905 0.36182 -0.90125
C 2.65199 0.40694 -1.30199
C 0.91403 0.33596 4.75208
C -1.14215 1.98230 -5.17241
C 0.30008 -1.66931 -3.67608
C -0.05256 -0.68450 -2.76135
C -0.46709 0.57324 -3.34051
C -0.53782 -2.83963 2.83028
C 1.43372 -3.73604 0.84671
C -1.26657 3.00157 -4.27941
C -1.36822 -2.89409 -0.00966
C -0.42809 -0.38497 -5.57290
C 0.74660 -0.66775 1.08088
C -0.93994 2.77781 -2.92532
C -0.33927 0.93274 4.84570
C 3.07010 1.31870 1.47071
C -0.69613 0.71832 -4.72336
C 1.33173 -0.17697 3.54141
C 0.46978 -0.10242 2.44297
C 0.09143 -1.53126 -5.06705
C 3.73257 -1.50519 0.73153
C -1.11842 0.97632 3.70964
H 0.35226 -2.34224 -5.73497
H -0.99592 3.58532 -2.20525
H 3.61450 -2.02230 1.69176
H -1.36353 2.12494 -6.22148
H -2.91414 -0.80060 1.91560
H 1.56194 0.28356 5.61847
H -1.60329 3.98149 -4.59147
H 0.26536 -2.78815 3.57784
H -1.03456 -3.38218 -0.92682
H -1.95746 -2.03409 -0.31025
H -2.95836 0.84732 1.78238
H 2.30141 -0.65332 3.43546
H 3.61468 0.92489 -1.40704
H -4.92181 0.13914 0.75242
H 1.98619 -3.60538 -0.08698
H 2.34052 2.13773 1.44460
H -1.32725 -2.14599 3.14948
H -2.02649 -3.58228 0.53563
H 4.00140 1.67677 1.01472
H -0.95007 -3.85716 2.84048
H 0.95660 -4.72663 0.82757
H 3.67626 -2.25420 -0.06659
H -0.69602 1.35991 5.77311
H 2.14652 -3.71464 1.68077
H -2.09186 1.46007 3.72638
H 2.62823 -0.43802 -1.99858
H 4.73347 -1.05547 0.70885
H 1.85932 1.10557 -1.58090
H 3.27603 1.08842 2.52122
*
```